{"formula": "C36H100N8O10", "method": "the ωB97M-V functional and the def2-TZVPD basis", "elements": ["C", "O", "C", "C", "C", "N", "H", "H", "H", "H", "H", "H", "H", "H", "H", "H", "H", "C", "O", "C", "C", "C", "N", "H", "H", "H", "H", "H", "H", "H", "H", "H", "H", "H", "C", "O", "C", "C", "C", "N", "H", "H", "H", "H", "H", "H", "H", "H", "H", "H", "H", "C", "O", "C", "C", "C", "N", "H", "H", "H", "H", "H", "H", "H", "H", "H", "H", "H", "C", "O", "C", "C", "C", "N", "H", "H", "H", "H", "H", "H", "H", "H", "H", "H", "H", "C", "O", "C", "C", "C", "N", "H", "H", "H", "H", "H", "H", "H", "H", "H", "H", "H", "C", "O", "C", "C", "C", "N", "H", "H", "H", "H", "H", "H", "H", "H", "H", "H", "H", "C", "O", "C", "C", "C", "N", "H", "H", "H", "H", "H", "H", "H", "H", "H", "H", "H", "C", "C", "O", "H", "H", "H", "H", "H", "H", "C", "C", "O", "H", "H", "H", "H", "H", "H"], "positions_angstrom": [[-5.3974, 28.6878, 2.9104], [-5.4388, 27.5644, 3.7446], [-6.6444, 26.8445, 3.6585], [-6.3859, 25.3167, 3.8450], [-5.8141, 24.6791, 2.5383], [-7.7492, 24.8379, 4.1387], [-4.5493, 29.3558, 3.1761], [-6.3287, 29.3021, 3.0727], [-5.3479, 28.4425, 1.8052], [-7.3980, 27.1560, 4.3947], [-7.1116, 26.9582, 2.6604], [-5.7513, 25.1314, 4.7214], [-4.9519, 25.2918, 2.1892], [-6.6466, 24.7044, 1.8359], [-5.3735, 23.6654, 2.6336], [-8.0154, 24.9743, 5.1519], [-7.7858, 23.8667, 3.8836], [-4.4587, 18.1439, 8.5483], [-5.1099, 18.9861, 7.6406], [-4.4586, 20.2964, 7.4688], [-5.0449, 20.9540, 6.2695], [-4.3600, 22.2947, 6.0636], [-6.5105, 21.0439, 6.4650], [-5.1289, 17.3336, 8.7532], [-4.3133, 18.7016, 9.4930], [-3.5256, 17.7199, 8.1501], [-4.6835, 20.9188, 8.3452], [-3.3733, 20.1928, 7.3430], [-4.7873, 20.2903, 5.4406], [-3.2957, 22.1954, 5.8906], [-4.4812, 22.9734, 6.9233], [-4.7659, 22.9166, 5.2468], [-6.9811, 21.2830, 5.5902], [-6.7888, 20.0853, 6.6921], [-6.5485, 21.8125, -0.1273], [-6.7774, 22.1113, -1.4787], [-8.1232, 22.4773, -1.8462], [-8.2979, 22.5431, -3.3822], [-7.4379, 23.5704, -3.9938], [-9.7075, 22.8786, -3.6636], [-5.5890, 21.2664, 0.0145], [-7.2575, 21.0806, 0.2500], [-6.5782, 22.6306, 0.5831], [-8.8183, 21.7563, -1.3577], [-8.3272, 23.4573, -1.4526], [-8.0491, 21.5664, -3.8762], [-7.8703, 24.5934, -3.8494], [-7.3940, 23.4088, -5.0630], [-6.5517, 23.6079, -3.4112], [-9.7208, 23.1056, -4.6774], [-10.3297, 22.0655, -3.4552], [-10.1551, 18.4862, 0.9772], [-10.5136, 19.4928, 0.0710], [-11.8584, 19.5695, -0.3920], [-11.8713, 20.4584, -1.6310], [-13.1540, 20.4024, -2.3584], [-10.8243, 20.1762, -2.6156], [-10.5963, 18.7954, 2.0046], [-9.0620, 18.4523, 1.0926], [-10.5724, 17.5198, 0.6727], [-12.2214, 18.5253, -0.5314], [-12.4903, 20.0677, 0.3540], [-11.7416, 21.4827, -1.2910], [-13.9994, 20.6895, -1.7463], [-13.2738, 19.4389, -2.8219], [-13.0849, 21.1042, -3.2157], [-9.9571, 19.8485, -2.1673], [-11.1189, 19.3551, -3.1735], [-9.8635, 20.7098, 8.2970], [-9.3959, 20.5544, 9.6484], [-8.4459, 19.5217, 9.7789], [-8.2178, 19.1595, 11.2594], [-7.9184, 20.3913, 12.1033], [-7.1734, 18.1468, 11.4054], [-9.0252, 21.0938, 7.6708], [-10.5656, 21.5801, 8.4124], [-10.2477, 19.7467, 7.8649], [-8.8456, 18.6026, 9.3303], [-7.5220, 19.7042, 9.2297], [-9.1325, 18.6642, 11.5719], [-7.1149, 20.9701, 11.5831], [-7.5550, 20.1226, 13.0563], [-8.8625, 20.9257, 12.1443], [-6.2476, 18.4598, 11.1965], [-7.1396, 17.7681, 12.3565], [-8.2092, 26.8846, -0.8305], [-9.4916, 26.9448, -0.2665], [-10.2391, 25.7533, -0.3849], [-9.8617, 24.7573, 0.8314], [-10.6437, 23.4739, 0.8130], [-10.2567, 25.4999, 2.0482], [-7.7934, 27.9112, -0.9753], [-8.3044, 26.3004, -1.7647], [-7.5460, 26.2630, -0.2402], [-11.2842, 26.0339, -0.2261], [-10.1492, 25.2634, -1.3424], [-8.8014, 24.6325, 0.8340], [-10.5904, 22.9122, 1.7712], [-10.3044, 22.8454, -0.0126], [-11.7080, 23.7193, 0.6206], [-9.6805, 25.1355, 2.8189], [-10.0546, 26.4992, 1.9478], [-12.9733, 23.9257, 7.0407], [-12.3261, 24.6867, 6.0777], [-12.7599, 24.4280, 4.7188], [-12.9794, 25.7478, 3.9255], [-14.0697, 26.5402, 4.6522], [-13.4034, 25.3520, 2.6149], [-12.8487, 24.3690, 8.0467], [-12.6514, 22.9025, 7.1048], [-14.0153, 23.9492, 6.7117], [-12.0690, 23.7218, 4.1889], [-13.7532, 23.9785, 4.8060], [-12.0723, 26.3622, 3.8909], [-15.0217, 26.1216, 4.3394], [-14.1098, 27.5929, 4.3271], [-13.9791, 26.4604, 5.7314], [-13.9316, 26.1451, 2.2306], [-12.6222, 25.2213, 1.9670], [-6.8577, 27.2537, 7.2286], [-7.6033, 26.1007, 7.4848], [-6.9702, 25.0695, 8.2078], [-7.9802, 24.0201, 8.5510], [-9.0494, 24.5847, 9.4908], [-7.2437, 22.9462, 9.2565], [-7.4891, 28.1645, 7.1645], [-6.2142, 27.2240, 6.3301], [-6.1606, 27.3230, 8.0661], [-6.1807, 24.5911, 7.6353], [-6.5666, 25.5042, 9.1313], [-8.3503, 23.6085, 7.6048], [-9.8002, 23.8501, 9.7604], [-9.5060, 25.4404, 9.0171], [-8.5949, 24.9152, 10.4224], [-6.8775, 22.3569, 8.5110], [-7.8632, 22.3456, 9.7469], [-5.9756, 17.9066, 3.7362], [-5.1411, 18.8139, 2.8319], [-5.9400, 19.3179, 1.7342], [-6.9721, 18.3618, 3.7925], [-5.3884, 17.7632, 4.6672], [-6.1616, 16.9332, 3.2855], [-4.1739, 18.4371, 2.5283], [-4.8512, 19.6933, 3.3561], [-6.1152, 18.6626, 1.0539], [-9.6090, 21.8392, 4.1475], [-8.7001, 21.5713, 2.9298], [-7.3291, 21.2273, 3.3078], [-9.6000, 21.0038, 4.8896], [-10.6686, 21.8629, 3.8310], [-9.3747, 22.7480, 4.7158], [-8.6271, 22.4438, 2.2509], [-9.1482, 20.7154, 2.4039], [-6.9681, 20.5146, 2.7516]], "forces_ev_per_a": [[-0.8, 1.3, -0.6], [0.4, 0.0, 0.0], [0.3, -1.1, -0.5], [-0.6, 0.7, 0.0], [0.6, 0.6, 1.0], [-0.2, -0.2, 0.7], [-0.4, -0.8, -0.1], [0.7, -0.4, -0.3], [0.0, 0.0, 1.1], [0.3, 0.2, 0.0], [0.2, 0.0, 0.2], [0.3, 0.2, -0.3], [-0.8, -0.1, 0.0], [0.2, -0.2, -0.4], [-0.7, 0.4, 0.2], [0.5, -0.3, -1.5], [-0.2, -0.5, 0.3], [0.1, 0.6, 0.5], [0.6, 1.4, -0.9], [-0.5, -1.2, 0.9], [-0.4, 0.2, -0.5], [-0.6, 1.2, 0.0], [0.5, -0.2, -0.1], [-0.4, -0.5, 0.1], [0.4, -0.4, -0.2], [0.0, 0.3, 0.2], [0.2, -0.2, 0.1], [-0.1, -0.2, 0.1], [-0.1, 0.0, -0.4], [0.2, -0.2, -0.1], [0.0, -0.5, 0.1], [0.0, -0.7, -0.1], [0.3, -0.1, 0.1], [-0.2, 0.4, 0.0], [0.3, -1.2, 0.3], [-0.1, 0.2, -0.7], [0.5, -1.0, 0.2], [-1.2, -1.5, 0.6], [-0.8, 1.9, 0.1], [-0.2, -0.3, -0.4], [-0.3, 0.7, -0.5], [-0.6, -0.2, 0.0], [0.0, 0.7, -0.2], [0.2, 0.3, -0.5], [-0.3, 0.7, 0.3], [0.1, 0.4, 0.8], [0.0, -0.7, -0.1], [0.8, 0.0, -0.2], [1.5, -0.2, -0.4], [-0.5, -0.3, 1.0], [0.7, 0.7, -0.5], [-1.3, 0.9, 1.8], [0.6, 0.6, -0.7], [0.5, -0.6, 0.6], [1.0, -0.2, 0.2], [-0.6, 0.9, -1.2], [0.5, -1.3, -0.1], [0.7, -0.9, -1.2], [-0.4, 0.0, -0.3], [0.2, -0.1, 0.1], [-0.1, 0.6, -0.3], [-0.1, -0.2, 0.2], [0.3, 0.2, 0.2], [-0.3, -0.2, 0.1], [-0.4, -0.7, 0.1], [-0.2, -0.2, 0.5], [-0.5, 0.4, 0.0], [0.1, 0.7, 0.3], [0.6, 1.1, 0.6], [0.0, -0.3, -0.3], [-0.3, -1.3, 0.2], [0.8, 0.2, 0.1], [-0.3, 0.4, -2.0], [-0.4, -1.0, 0.0], [-0.4, -0.4, 0.2], [0.1, -1.2, -0.6], [0.0, 1.0, 0.5], [-0.1, 0.0, -0.2], [0.4, 0.5, 0.1], [-0.2, 0.1, 0.3], [-0.7, -0.1, 0.4], [0.2, -0.3, 1.2], [0.2, 0.7, 0.3], [0.4, 0.5, -0.2], [-0.2, 0.3, -0.5], [0.0, -0.5, -0.8], [-0.4, 0.4, 0.0], [0.2, -1.0, 2.2], [-1.5, 2.3, -0.4], [-0.6, -0.3, -0.4], [0.3, -0.2, 0.2], [-0.4, -0.9, 0.1], [0.3, 0.7, -0.2], [0.5, 0.1, 0.5], [0.0, 0.0, -0.1], [0.3, -0.1, -0.6], [1.0, -0.5, -0.3], [0.0, 0.5, -0.7], [0.0, -0.2, 0.1], [0.4, -0.2, 0.2], [-0.3, 0.6, -0.2], [0.2, -0.5, 0.0], [-0.9, 0.6, 0.1], [1.2, 0.5, -1.3], [0.3, 0.3, 0.6], [0.7, -0.4, 1.5], [-0.2, 0.2, -0.9], [-0.9, 0.7, -1.4], [-0.1, 0.0, -0.6], [0.4, -0.8, -0.2], [-0.4, -0.4, 0.8], [-0.4, 0.6, 0.4], [0.0, -0.3, -0.4], [0.2, -0.3, 0.2], [-0.3, -0.2, 0.2], [0.3, -0.3, 0.3], [0.1, 0.2, 0.0], [0.1, -0.6, 0.0], [0.1, 0.1, 0.6], [1.0, 0.3, 0.4], [-1.1, -0.2, -1.0], [0.1, 0.8, 0.1], [-0.1, -0.8, 1.2], [0.2, -0.1, -0.6], [0.8, 0.5, -1.1], [0.1, -0.7, 0.1], [-0.4, -0.3, 0.1], [0.1, 0.7, 0.1], [0.5, 0.1, -0.2], [0.2, -0.2, 0.0], [-0.6, 0.3, 0.0], [-0.2, -0.2, -0.1], [-0.4, 0.2, -0.1], [0.3, 0.0, 0.0], [0.3, -0.2, 0.1], [-0.9, -0.4, 0.6], [0.8, 0.1, -0.5], [-0.9, -0.2, -0.4], [0.4, 0.1, 0.2], [0.4, 0.1, 0.8], [-1.0, 0.1, -0.2], [0.3, -0.2, -0.1], [0.0, -0.7, -0.5], [-0.1, 0.9, 0.6], [0.2, -0.2, 0.1], [-0.1, -0.6, 0.4], [0.6, -0.5, 0.3], [-0.9, 0.3, 0.4], [0.4, 0.4, -0.6], [0.5, 0.3, -0.1], [-0.1, -0.1, -0.3], [-0.3, -0.4, 0.3], [0.2, 0.4, -0.2], [-0.4, 0.3, -0.2]], "e_lumo_ev": 0.31, "de_lowest_kj_mol": 179.5, "smiles": "COC[C@H](C)N.COC[C@H](C)N.COC[C@H](C)N.COC[C@H](C)N.COC[C@H](C)N.COC[C@H](C)N.COC[C@H](C)N.COC[C@H](C)N.CCO.CCO", "multiplicity": 1}